Here is an isolated molecule of C3H10N4S from the OMol25 dataset. Energies are from wB97M-V/def2-TZVPD.

```
18
Properties=species:S:1:pos:R:3:forces:R:3
C -2.8073 -0.2747 -0.0898 -2.1 0.6 0.5
N -1.4940 -0.0062 0.5534 -1.1 -0.2 -5.0
C -0.5061 -0.7776 -0.2625 -3.7 1.2 -0.6
C 0.8158 -0.1651 -0.0416 -3.1 4.4 -2.4
N 1.5370 -1.1569 0.0459 6.7 -0.8 0.4
S 3.3900 -0.7984 -0.0115 -1.7 -3.6 2.5
N 0.8575 1.2667 -0.1282 0.3 0.6 -0.2
N 2.0632 2.0832 0.1130 -0.6 -0.2 -2.8
H -3.1135 -1.3396 0.0550 -0.1 0.6 0.2
H -2.6967 -0.2665 -1.2760 -0.6 0.9 2.6
H -3.7198 0.4403 0.4016 2.6 -1.9 -1.7
H -1.4898 -0.2478 1.4691 -0.1 -1.0 3.4
H -0.2676 -1.8445 -0.1331 -1.2 0.1 0.6
H -1.1339 -0.7338 -1.2613 2.8 0.2 1.0
H 3.4714 -2.0783 0.8607 0.4 2.8 -2.0
H -0.0377 1.8955 -0.3085 2.5 -2.6 0.9
H 2.6065 2.3661 -0.9212 -1.5 -1.8 4.4
H 2.5250 1.6376 0.9351 0.4 0.7 -1.7
```
Forces are in eV/Å.

Computed properties:
Net charge: 0
Lowest unoccupied orbital energy, eV: 0.7505
Relative energy (zero: lowest compared OMol25 entry of this formula, charge and spin), kcal per mole: 109.1
SMILES string: CNC/C(=N/S)NN
HOMO level, Ha: -0.3107
Electronic energy, eV: -20063.033
HOMO-LUMO gap, eV: 9.21


Here is a cluster of 2 separate species, C3H10N5 in total from the OMol25 dataset. Energies are from wB97M-V/def2-TZVPD.

```
18
Properties=species:S:1:pos:R:3:forces:R:3
C 0.2821 -0.7663 0.1939 -1.4 1.3 2.0
C -2.9460 1.3426 1.2835 -1.6 -1.8 1.0
C 1.2115 1.4652 0.2954 -1.8 0.3 0.2
N -0.3575 -2.8191 -0.6396 -0.3 -0.5 0.0
N 2.0890 -0.4459 -1.0420 0.1 2.5 -0.8
N 1.6877 -1.6923 -1.3642 -1.7 -1.2 2.1
N 1.2301 0.0865 -0.0580 -0.1 -4.7 -2.6
N 0.4632 -1.9031 -0.5772 2.5 0.8 -1.7
H -2.0872 0.7764 1.6669 -0.7 -0.5 0.1
H -3.5050 1.8115 2.1067 0.4 -0.2 -0.2
H -3.7181 0.7343 0.7020 1.5 0.7 0.6
H -2.4906 2.0821 0.7212 0.4 1.7 -1.5
H 0.3519 1.9271 -0.2527 1.3 0.1 0.0
H 0.8550 1.4028 1.3007 0.1 0.5 0.9
H 2.1913 1.8711 0.2455 0.6 0.7 -0.3
H -0.1275 -3.5683 -1.2981 0.3 0.2 0.0
H 3.0392 -0.0930 -1.0501 0.2 -0.8 0.1
H 1.8310 -2.2116 -2.2340 0.1 0.8 0.1
```
Forces are in eV/Å.

Computed properties:
Net charge: +1
Lowest unoccupied orbital energy (spin up / spin down), eV: -5.8849 / -5.6474
Relative energy (zero: lowest compared OMol25 entry of this formula, charge and spin), kcal per mole: 181.2
HOMO level (spin up / spin down), Ha: -0.5081 / -0.5109
Electronic energy, eV: -10709.565
HOMO-LUMO gap (spin up / spin down), eV: 7.94 / 8.25


Here is the ion C3H10N5S with charge +1 from the OMol25 dataset. Energies are from wB97M-V/def2-TZVPD.

```
19
Properties=species:S:1:pos:R:3:forces:R:3
H 2.8396 2.5990 0.1881 0.1 -1.9 -0.8
N 2.7191 1.5977 -0.2284 -1.5 1.0 0.2
N 1.4967 1.5263 -0.4386 0.4 -0.3 0.1
C 0.8574 0.2951 -1.0200 -0.6 -1.4 2.0
S 1.5943 -1.4544 -0.7110 -0.4 1.8 0.3
C 1.9257 -1.4900 1.1036 2.7 1.1 -0.8
C -0.7160 0.4287 -0.6092 4.1 -0.2 -0.3
N -0.9887 1.5336 -0.0228 -2.3 -1.0 0.0
N -1.5854 -0.5104 -0.8391 -0.6 -2.5 -1.3
N -2.9115 -0.3411 -0.3626 1.2 0.2 2.6
H 0.8059 0.3639 -2.0751 0.5 0.2 -1.3
H 1.1066 -1.1293 1.6335 -1.6 0.3 0.9
H 2.8358 -0.8319 1.4458 -1.5 -1.4 -1.1
H 2.1145 -2.5451 1.2999 0.0 0.2 0.2
H -0.1788 2.0917 0.1786 0.0 1.1 0.3
H -2.0063 1.5185 0.1176 0.3 1.4 0.8
H -1.2071 -1.3581 -1.3871 -1.2 1.4 1.4
H -3.6845 -0.5127 -0.9560 -0.2 -0.3 -1.2
H -3.1018 -0.7207 0.6145 0.8 0.3 -1.9
```
Forces are in eV/Å.

Computed properties:
Net charge: +1
Lowest unoccupied orbital energy, eV: -3.6477
Relative energy (zero: lowest compared OMol25 entry of this formula, charge and spin), kcal per mole: 48.8
SMILES string: [H]/N=N/[C@@H](SC)/C(N)=[NH+]/N
HOMO level, Ha: -0.4748
Electronic energy, eV: -21549.574
HOMO-LUMO gap, eV: 9.27


Here is a cluster of 2 separate species, C3H10NO in total from the OMol25 dataset. Energies are from wB97M-V/def2-TZVPD.

```
15
Properties=species:S:1:pos:R:3:forces:R:3
C -2.4610 -0.1714 -0.4817 -0.5 -0.1 -0.3
O -1.7926 0.9998 -0.2523 -0.5 0.0 0.1
H -2.0658 -0.9301 0.2061 0.0 -0.1 0.2
H -3.5364 -0.0924 -0.2507 0.2 0.2 0.3
H -2.3826 -0.5499 -1.5025 0.3 0.0 -0.2
C 1.0501 -1.1350 0.2820 0.3 0.1 0.3
N 0.8170 0.1463 -0.3494 -0.2 0.1 0.0
C 1.5994 1.2208 0.2350 0.6 0.1 -0.6
H 2.1273 -1.3095 0.3217 0.0 -0.2 -0.2
H 0.7238 -1.2058 1.3343 -0.2 0.1 -0.1
H 0.5647 -1.9260 -0.2857 0.1 -0.1 0.0
H -0.1730 0.3894 -0.3098 0.5 0.1 -0.2
H 1.7640 1.0828 1.3044 -0.1 0.3 0.3
H 1.1801 2.1998 -0.0005 -0.4 -0.1 0.3
H 2.5848 1.2812 -0.2510 0.0 -0.4 0.2
```
Forces are in eV/Å.

Computed properties:
Net charge: 0
Lowest unoccupied orbital energy (spin up / spin down), eV: 0.9891 / -1.9103
Relative energy (zero: lowest compared OMol25 entry of this formula, charge and spin), kcal per mole: 25.5
HOMO level (spin up / spin down), Ha: -0.3166 / -0.3133
Electronic energy, eV: -6807.640
⟨S²⟩: 0.75
HOMO-LUMO gap (spin up / spin down), eV: 9.61 / 6.61
Multiplicity: 2


Here is an isolated molecule of C3H10NO from the OMol25 dataset. Energies are from wB97M-V/def2-TZVPD.

```
15
Properties=species:S:1:pos:R:3:forces:R:3
C -0.0852 0.8395 -0.5363 -0.9 2.4 0.3
C -0.2673 -0.4687 0.0924 0.0 -3.1 1.6
C -0.2141 -1.6633 -0.9159 -1.9 -0.9 2.0
O 0.6881 -0.5948 1.2802 -0.5 1.4 -2.1
N 0.4120 1.7661 0.5845 -3.0 -1.7 2.1
H 0.6587 0.9503 -1.2990 0.3 -0.5 -0.6
H -1.0828 1.2950 -0.9411 1.7 -0.8 0.9
H -1.2738 -0.5327 0.5989 0.9 0.3 -0.7
H -1.2769 -1.6317 -1.3185 1.4 -0.2 -0.2
H -0.2621 -2.6282 -0.2286 0.6 1.7 -1.8
H 0.5593 -1.6646 -1.7135 -0.5 0.0 0.8
H 0.7690 -1.4725 1.6230 -0.3 -1.1 0.0
H 1.4021 1.8858 0.6010 1.4 0.4 -0.1
H 0.1017 1.2886 1.6096 0.7 1.2 -2.1
H -0.1286 2.6313 0.5634 0.1 1.0 -0.1
```
Forces are in eV/Å.

Computed properties:
Net charge: 0
Lowest unoccupied orbital energy (spin up / spin down), eV: 0.8225 / 0.6313
Relative energy (zero: lowest compared OMol25 entry of this formula, charge and spin), kcal per mole: 55.5
HOMO level (spin up / spin down), Ha: -0.1273 / -0.4013
Electronic energy, eV: -6806.340
⟨S²⟩: 0.75
HOMO-LUMO gap (spin up / spin down), eV: 4.29 / 11.55
Multiplicity: 2


Here is a cluster of 2 separate species, C3H10NO in total from the OMol25 dataset. Energies are from wB97M-V/def2-TZVPD.

```
15
Properties=species:S:1:pos:R:3:forces:R:3
C -2.9690 2.5301 -0.6771 -0.5 0.4 0.3
O -1.8100 1.8412 -0.7196 0.1 -0.2 -0.1
H -3.2392 3.0722 -1.5911 0.2 0.0 0.0
H -3.8356 1.9560 -0.3195 0.1 -0.3 0.0
H -2.8278 3.2674 0.1397 0.1 0.1 -0.1
C 1.7192 -2.2709 0.9983 -0.4 0.0 0.2
N 1.2921 -1.6266 -0.1976 0.0 1.1 -1.1
C 1.3755 -0.1773 -0.2393 0.3 0.3 0.7
H 1.7714 -3.3253 0.8315 0.0 -0.8 0.0
H 2.7261 -1.9586 1.2334 0.4 0.2 0.1
H 1.1016 -2.1004 1.8938 -0.1 0.1 0.0
H 0.4955 -1.9425 -0.7183 -0.1 -0.6 0.5
H 0.5247 0.3203 -0.7043 0.0 -0.3 -0.4
H 2.3097 0.1623 -0.6989 -0.1 0.0 -0.1
H 1.3657 0.2522 0.7690 0.1 -0.1 0.2
```
Forces are in eV/Å.

Computed properties:
Net charge: 0
Lowest unoccupied orbital energy (spin up / spin down), eV: 0.9649 / -1.4844
Relative energy (zero: lowest compared OMol25 entry of this formula, charge and spin), kcal per mole: 27.6
HOMO level (spin up / spin down), Ha: -0.2981 / -0.2981
Electronic energy, eV: -6807.552
⟨S²⟩: 0.75
HOMO-LUMO gap (spin up / spin down), eV: 9.08 / 6.63
Multiplicity: 2